The following is a DFT calculation (ωB97M-V/def2-TZVPD) of C26H31N7O3S2 in the gas phase at a distorted geometry.

```
! RIJCOSX wB97M-V def2-TZVPD def2/J DEFGRID3
* xyz 0 1
N -1.47 -2.10 0.05
S -1.19 -1.62 -1.52
O -1.93 -0.42 -1.82
O -1.41 -2.76 -2.35
C 0.55 -1.24 -1.52
C 0.98 -0.04 -2.05
C 2.33 0.17 -2.27
C 3.25 -0.84 -1.99
C 4.69 -0.68 -2.40
C 5.68 -0.63 -1.22
N 5.37 0.44 -0.30
C 5.52 1.73 -0.64
O 6.11 2.14 -1.62
C 4.89 2.68 0.39
S 3.10 2.86 0.11
C 2.47 1.44 0.87
N 3.22 0.53 1.41
C 2.67 -0.59 1.95
C 3.52 -1.57 2.48
C 3.00 -2.72 3.02
C 1.62 -2.93 3.05
C 0.76 -1.99 2.54
C 1.27 -0.81 1.98
C 0.48 0.21 1.40
N -0.81 0.35 1.22
C -0.94 1.53 0.56
C -2.25 2.02 0.09
C -3.35 1.91 1.17
N -4.61 1.37 0.73
C -5.24 2.14 -0.33
C -6.68 1.68 -0.51
C -6.71 0.20 -0.86
C -5.99 -0.58 0.24
C -4.57 -0.04 0.40
N 0.21 2.13 0.33
N 1.12 1.31 0.87
C 2.80 -2.01 -1.39
C 1.45 -2.22 -1.16
H -2.29 -2.70 0.10
H -1.56 -1.28 0.65
H 0.25 0.71 -2.31
H 2.67 1.09 -2.70
H 4.97 -1.52 -3.04
H 4.81 0.24 -2.97
H 5.68 -1.56 -0.66
H 6.68 -0.45 -1.62
H 4.72 0.24 0.46
H 5.30 3.68 0.26
H 5.04 2.33 1.41
H 4.59 -1.39 2.46
H 3.66 -3.47 3.43
H 1.23 -3.84 3.47
H -0.31 -2.14 2.54
H -2.13 3.04 -0.27
H -2.52 1.39 -0.76
H -2.99 1.27 1.98
H -3.54 2.90 1.59
H -5.21 3.20 -0.04
H -4.70 2.03 -1.28
H -7.23 1.85 0.41
H -7.15 2.27 -1.30
H -7.74 -0.15 -0.95
H -6.20 0.03 -1.81
H -6.52 -0.45 1.18
H -5.95 -1.64 0.00
H -4.07 -0.56 1.23
H -4.00 -0.23 -0.52
H 3.51 -2.79 -1.14
H 1.08 -3.14 -0.74
*
```

SMILES string: NS(=O)(=O)c1ccc(CCNC(=O)CSc2nc3ccccc3c3nc(CCN4CCCCC4)nn23)cc1
Molecular weight, g/mol: 553.714
LUMO, eV: -0.21


The following is a DFT calculation (ωB97M-V/def2-TZVPD) of 8 unconnected molecules or ions with the total composition C45H98O3S at a distorted geometry.

```
! RIJCOSX wB97M-V def2-TZVPD def2/J DEFGRID3
* xyz 0 1
C 0.92 19.72 12.80
C 1.72 21.02 12.65
O 2.93 21.00 13.34
S 4.34 20.70 12.59
C 4.67 22.40 12.10
O 5.31 20.32 13.66
O 4.03 19.86 11.40
H -0.11 19.82 12.45
H 0.75 19.51 13.86
H 1.36 18.79 12.43
H 1.80 21.39 11.63
H 1.07 21.65 13.26
H 5.43 22.32 11.32
H 4.95 23.02 12.95
H 3.72 22.80 11.74
C -7.56 10.01 11.88
C -8.28 9.89 10.68
C -8.62 8.62 10.30
C -8.11 7.47 10.87
C -7.33 7.63 11.97
C -7.08 8.89 12.52
H -7.33 11.02 12.14
H -8.58 10.79 10.17
H -9.15 8.61 9.35
H -8.32 6.49 10.48
H -6.91 6.78 12.50
H -6.45 9.01 13.39
C -5.64 13.41 11.85
C -4.46 14.08 12.60
C -4.17 15.56 12.15
C -3.00 16.17 12.94
C -2.75 17.67 12.65
C -1.95 17.86 11.32
H -6.66 13.76 11.99
H -5.57 12.34 12.05
H -5.36 13.31 10.80
H -4.75 13.95 13.64
H -3.54 13.49 12.53
H -5.06 16.20 12.20
H -3.82 15.40 11.13
H -3.25 16.06 13.99
H -2.06 15.67 12.73
H -3.68 18.23 12.66
H -2.10 18.02 13.45
H -2.58 17.75 10.43
H -1.62 18.89 11.32
H -1.20 17.07 11.22
C -0.25 14.26 11.03
C 0.11 13.06 11.85
C -0.53 12.80 13.23
C -0.15 13.79 14.25
C -0.62 13.32 15.68
C -2.08 12.87 15.85
H -0.43 15.16 11.61
H -1.12 14.27 10.37
H 0.58 14.35 10.33
H -0.33 12.19 11.35
H 1.19 12.90 11.92
H -0.10 11.86 13.56
H -1.60 12.84 13.02
H 0.94 13.82 14.30
H -0.58 14.75 13.97
H -0.07 12.43 15.99
H -0.26 14.10 16.35
H -2.28 11.99 15.24
H -2.22 12.63 16.91
H -2.77 13.60 15.44
C -10.26 18.09 15.27
C -9.69 19.47 15.18
C -8.15 19.67 15.04
C -7.26 19.43 16.32
C -5.71 19.44 16.03
C -5.39 18.10 15.26
H -11.35 17.97 15.28
H -9.89 17.57 16.15
H -9.83 17.59 14.41
H -10.10 20.05 14.35
H -10.02 19.90 16.13
H -7.85 20.70 14.80
H -7.69 19.07 14.25
H -7.57 20.27 16.95
H -7.56 18.49 16.78
H -5.35 20.32 15.49
H -5.10 19.58 16.93
H -4.30 18.00 15.24
H -5.72 17.26 15.88
H -5.75 18.00 14.24
C 0.37 23.65 10.83
C -0.98 22.91 10.85
C -1.96 23.49 11.93
C -3.44 23.01 11.70
C -3.60 21.57 12.24
C -4.80 20.86 11.45
H 1.18 23.06 10.40
H 0.62 23.99 11.84
H 0.20 24.57 10.28
H -1.48 23.09 9.90
H -0.83 21.83 10.92
H -1.87 24.58 11.97
H -1.65 23.15 12.92
H -4.22 23.62 12.15
H -3.66 23.13 10.64
H -2.79 20.91 11.95
H -3.73 21.42 13.31
H -5.70 21.44 11.62
H -4.60 20.83 10.38
H -4.91 19.83 11.81
C -8.99 14.77 10.94
C -10.45 15.09 11.06
C -11.48 14.29 10.22
C -11.69 12.77 10.81
C -12.80 11.99 10.09
C -12.90 10.62 10.65
H -8.82 13.90 11.58
H -8.36 15.57 11.33
H -8.67 14.65 9.91
H -10.80 14.99 12.09
H -10.44 16.16 10.87
H -11.21 14.31 9.17
H -12.40 14.87 10.19
H -10.71 12.31 10.69
H -12.01 12.81 11.85
H -13.80 12.44 10.11
H -12.64 12.00 9.01
H -11.94 10.11 10.65
H -13.06 10.61 11.73
H -13.60 9.89 10.23
C 3.28 21.73 6.35
C 2.22 22.09 7.46
C 0.69 21.79 7.12
C 0.35 20.33 7.07
C -1.17 20.10 6.66
C -1.62 18.65 6.95
H 3.30 22.48 5.56
H 3.02 20.80 5.86
H 4.29 21.66 6.75
H 2.48 21.73 8.45
H 2.43 23.15 7.60
H 0.43 22.39 6.25
H 0.09 22.39 7.81
H 0.94 19.78 6.33
H 0.55 19.89 8.05
H -1.69 20.83 7.28
H -1.51 20.28 5.64
H -1.36 18.21 7.91
H -2.69 18.43 6.86
H -1.24 17.91 6.24
*
```

SMILES string: CCOS(C)(=O)=O.c1ccccc1.CCCCCC.CCCCCC.CCCCCC.CCCCCC.CCCCCC.CCCCCC
Molecular weight, g/mol: 719.343
LUMO, eV: 0.60
Energy above the lowest of the compared OMol25 structures with the same formula, charge and spin, kcal/mol: 83.7


The following is a DFT calculation (ωB97M-V/def2-TZVPD) of C10H11NOS in the gas phase at a distorted geometry.

```
! RIJCOSX wB97M-V def2-TZVPD def2/J DEFGRID3
* xyz 0 1
C 0.85 -0.95 2.00
C 1.79 -1.69 1.82
C 1.11 -0.85 -0.72
C 2.02 -1.79 -0.44
C -0.05 -0.05 1.35
C 0.18 0.06 0.00
C 2.84 -2.04 0.81
C -1.76 1.51 -0.39
C -2.66 0.70 0.59
C 0.15 1.66 -1.84
N -0.62 0.81 -0.87
O -2.50 -0.51 2.93
S -1.87 0.68 2.29
H 0.78 -0.93 -1.88
H 2.23 -2.30 -1.26
H 3.77 -1.48 0.83
H 3.15 -3.12 1.08
H -2.35 1.63 -1.44
H -1.52 2.50 0.22
H -3.68 1.04 0.80
H -2.65 -0.33 0.12
H 0.84 0.97 -2.20
H -0.62 1.83 -2.50
H 0.56 2.65 -1.30
*
```

Molecular weight, g/mol: 193.271
LUMO, eV: 0.30
Energy above the lowest of the compared OMol25 structures with the same formula, charge and spin, kcal/mol: 182.1


The following is a DFT calculation (ωB97M-V/def2-TZVPD) of a molecular structure, C16H10BCl4F4GeN2OW.

```
! RIJCOSX wB97M-V def2-TZVPD def2/J DEFGRID3
* xyz 2 2
W 0.56 -0.25 -1.22
Cl -1.07 -6.05 2.80
C -0.47 -4.86 1.72
C 0.18 -5.25 0.55
C 0.68 -4.30 -0.33
C 0.51 -2.97 -0.05
O 1.00 -2.03 -0.90
C -0.13 -2.55 1.13
C -0.26 -1.18 1.51
N 0.11 -0.13 0.82
C -0.04 1.19 1.35
C -0.09 1.53 2.68
C -0.31 2.87 3.05
C -0.47 3.84 2.11
C -0.40 3.52 0.73
C -0.54 4.46 -0.31
C -0.44 4.06 -1.62
C -0.15 2.73 -1.90
N 0.00 1.81 -0.94
C -0.15 2.19 0.37
C -0.61 -3.52 2.02
H 0.29 -6.30 0.33
H 1.19 -4.60 -1.24
H -0.72 -0.99 2.48
H 0.06 0.78 3.45
H -0.34 3.12 4.10
H -0.65 4.87 2.40
H -0.74 5.50 -0.07
H -0.56 4.76 -2.44
H -0.04 2.39 -2.92
H -1.10 -3.23 2.94
Cl 4.12 -1.07 -3.10
Ge 2.72 0.34 -2.49
Cl 2.75 0.46 -0.19
Cl 3.12 2.25 -3.25
F -1.48 -0.83 -1.34
B -1.82 -0.74 -2.78
F -0.19 -0.22 -3.06
F -1.91 -1.91 -3.35
F -2.55 0.31 -3.06
*
```

Molecular weight, g/mol: 731.335
LUMO (spin up / spin down), eV: -8.62 / -8.63
Expectation value of S²: 0.762
Energy above the lowest of the compared OMol25 structures with the same formula, charge and spin, kcal/mol: 0.0


The following is a DFT calculation (ωB97M-V/def2-TZVPD) of a molecular structure, C27H41AuNOS at a distorted geometry.

```
! RIJCOSX wB97M-V def2-TZVPD def2/J DEFGRID3
* xyz 1 3
Au -0.08 -0.49 0.39
C -1.80 -1.66 -0.39
C -0.81 -2.60 -0.79
C -0.67 -2.43 -2.26
C -1.64 -1.52 -2.66
C -2.37 -1.05 -1.57
C -3.59 -0.20 -1.58
C -3.66 0.66 -2.85
C -4.80 -1.16 -1.56
C -3.66 0.69 -0.33
C 0.39 -2.90 -3.22
C 1.75 -2.38 -2.71
C 0.43 -4.42 -3.42
C 0.17 -2.30 -4.62
C -0.47 -3.75 0.12
C -0.77 -3.42 1.59
C -1.38 -4.92 -0.28
C 0.99 -4.22 0.10
H -2.37 -1.73 0.52
H -1.80 -1.20 -3.66
H -3.71 0.04 -3.73
H -2.78 1.31 -2.92
H -4.55 1.29 -2.82
H -4.80 -1.79 -2.45
H -5.72 -0.59 -1.54
H -4.76 -1.80 -0.68
H -2.76 1.30 -0.24
H -3.76 0.09 0.57
H -4.52 1.35 -0.40
H 2.01 -2.80 -1.75
H 1.72 -1.30 -2.63
H 2.53 -2.64 -3.42
H 0.71 -4.97 -2.54
H 1.16 -4.65 -4.20
H -0.54 -4.78 -3.76
H 0.21 -1.22 -4.60
H -0.78 -2.62 -5.04
H 0.96 -2.65 -5.28
H -1.83 -3.23 1.77
H -0.21 -2.54 1.91
H -0.48 -4.25 2.22
H -2.43 -4.65 -0.14
H -1.16 -5.78 0.34
H -1.24 -5.19 -1.32
H 1.66 -3.39 0.33
H 1.29 -4.67 -0.84
H 1.13 -4.98 0.87
C 2.00 0.13 0.44
C 2.20 -0.09 1.83
C 1.98 0.93 2.78
C 2.09 0.68 4.12
C 2.43 -0.61 4.57
C 2.71 -1.63 3.64
C 2.60 -1.37 2.30
C 2.47 -0.91 5.95
N 2.45 -1.18 7.07
H 2.50 -0.54 -0.24
H 1.99 1.16 0.10
H 1.72 1.92 2.44
H 1.92 1.47 4.84
H 3.01 -2.60 4.00
H 2.80 -2.14 1.59
C -2.02 2.01 4.11
S -1.97 0.32 3.42
C -1.43 -0.56 4.94
O -0.76 0.34 2.53
H -2.83 2.07 4.83
H -2.22 2.69 3.28
H -1.07 2.25 4.57
H -2.25 -0.55 5.64
H -0.55 -0.09 5.38
H -1.19 -1.58 4.67
*
```

Molecular weight, g/mol: 624.665
LUMO (spin up / spin down), eV: -2.58 / -5.52
Expectation value of S²: 2.054


The following is a DFT calculation (ωB97M-V/def2-TZVPD) of C4H10N2O2S in the gas phase at a distorted geometry.

```
! RIJCOSX wB97M-V def2-TZVPD def2/J DEFGRID3
* xyz 0 1
C 0.93 0.19 0.20
C 3.32 1.15 0.52
C -3.56 -1.54 -0.35
C 2.32 0.49 -0.39
N -0.02 -0.24 -0.51
N -3.04 -0.27 -0.63
O -1.67 1.66 -0.04
O -1.61 -0.27 1.54
S -1.95 0.29 0.23
H 0.96 0.50 1.25
H 4.21 1.18 0.01
H 3.40 0.56 1.39
H 3.13 2.19 0.77
H -4.47 -1.52 0.21
H -3.62 -2.26 -1.20
H -3.07 -2.17 0.41
H 2.48 -0.53 -0.65
H 2.25 0.95 -1.30
H 0.02 -0.36 -1.48
*
```

Molecular weight, g/mol: 150.203
LUMO, eV: 0.35
Energy above the lowest of the compared OMol25 structures with the same formula, charge and spin, kcal/mol: 57.8